# 1
Here is a 14-piece molecular cluster, H28O14 overall from the Open Molecules 2025 dataset. Energies are from ωB97M-V/def2-TZVPD.

Summary:
Energy above the lowest of the compared OMol25 structures with the same formula, charge and spin ... 590.4 kJ/mol
Frontier orbital gap ... 10.73 eV
Lowest unoccupied orbital energy ... -0.5443 eV

Each line ends with the Löwdin charge.
CARTESIAN COORDINATES (ANGSTROEM)
O (-3.571, 2.650, -1.537)  -0.01
H (-4.160, 2.501, -0.765)  0.08
H (-2.767, 2.280, -1.463)  -0.07
O (0.048, 2.013, 3.179)  0.03
H (-0.238, 1.918, 3.938)  -0.12
H (0.055, 0.983, 3.030)  0.10
O (-0.033, -0.693, -1.273)  -0.08
H (0.199, 0.265, -1.553)  0.08
H (-0.576, -0.327, -0.572)  0.04
O (1.904, -0.211, -4.081)  -0.08
H (1.048, 0.174, -3.930)  -0.02
H (1.669, -0.877, -4.847)  0.11
O (2.219, -2.124, -1.122)  -0.06
H (1.594, -1.862, -1.710)  -0.08
H (2.928, -1.602, -1.664)  0.10
O (4.679, -0.302, -0.141)  -0.05
H (3.768, -0.380, 0.123)  0.00
H (4.805, 0.626, -0.374)  0.04
O (-1.181, 1.129, -2.927)  -0.08
H (-1.357, 0.150, -2.954)  0.06
H (-2.072, 1.517, -3.075)  0.05
O (-2.683, -3.038, -2.214)  -0.10
H (-2.496, -2.781, -3.173)  0.06
H (-1.879, -2.615, -1.800)  0.03
O (0.985, 4.015, -1.688)  -0.12
H (0.108, 3.501, -1.545)  0.06
H (0.455, 4.765, -2.094)  0.06
O (-1.647, 4.479, 2.613)  -0.10
H (-1.652, 3.585, 2.963)  -0.01
H (-0.675, 4.455, 2.288)  0.08
O (-4.158, -1.563, 0.038)  0.04
H (-4.492, -2.363, -0.051)  -0.04
H (-3.892, -1.474, 0.906)  0.00
O (2.204, -1.296, 3.339)  -0.07
H (1.964, -2.228, 3.338)  0.02
H (1.601, -0.955, 2.619)  0.07
O (-0.103, -0.999, 4.341)  0.03
H (-0.269, -1.543, 4.973)  -0.05
H (0.599, -0.421, 4.609)  0.04
O (1.590, -4.079, 1.462)  -0.01
H (1.631, -3.509, 0.738)  -0.03
H (2.090, -3.635, 2.138)  0.00

Atoms 1-6, force components in eV/Å:
O -5.2 2.3 -0.4
H 1.2 -0.1 -0.8
H 4.1 -2.2 1.3
O 4.2 -2.7 -11.7
H -4.6 -0.1 12.4
H 0.2 2.8 -0.7

=====

# 2
Here is a 14-piece molecular cluster, H28O14 overall from the Open Molecules 2025 dataset. Energies are from ωB97M-V/def2-TZVPD.

Summary:
Energy above the lowest of the compared OMol25 structures with the same formula, charge and spin ... 179.5 kJ/mol
Frontier orbital gap ... 8.70 eV
Lowest unoccupied orbital energy ... -0.9158 eV

Each line ends with the Löwdin charge.
CARTESIAN COORDINATES (ANGSTROEM)
O (17.645, 9.361, -14.298)  -0.03
H (17.305, 8.650, -13.736)  0.00
H (18.399, 9.761, -13.838)  0.08
O (16.830, 7.633, -12.247)  -0.04
H (17.756, 7.707, -11.957)  0.09
H (16.481, 8.474, -11.995)  -0.01
O (15.207, 7.056, -14.474)  -0.06
H (14.762, 7.913, -14.597)  -0.02
H (15.824, 7.157, -13.759)  -0.03
O (12.579, 7.500, -16.506)  -0.01
H (12.557, 7.520, -15.576)  0.00
H (12.481, 6.596, -16.815)  0.06
O (14.023, 12.560, -13.091)  -0.02
H (14.067, 12.698, -12.143)  0.06
H (14.846, 12.186, -13.391)  -0.02
O (11.610, 9.299, -11.837)  -0.05
H (10.833, 8.949, -11.406)  0.05
H (12.288, 8.629, -11.570)  0.08
O (10.078, 8.400, -14.051)  -0.06
H (9.369, 8.204, -13.413)  0.04
H (10.772, 8.592, -13.412)  -0.03
O (14.806, 8.696, -17.915)  -0.06
H (14.128, 8.429, -17.269)  0.00
H (15.568, 8.235, -17.545)  0.04
O (14.614, 11.402, -16.309)  -0.02
H (14.295, 10.745, -15.716)  -0.03
H (14.904, 10.848, -17.025)  0.03
O (16.343, 11.667, -14.078)  -0.06
H (15.813, 11.744, -14.894)  0.03
H (16.663, 10.778, -14.092)  -0.04
O (11.115, 11.431, -16.825)  -0.07
H (10.321, 11.943, -16.845)  0.00
H (11.393, 11.232, -15.909)  -0.02
O (13.963, 9.406, -14.532)  -0.06
H (13.241, 9.983, -14.247)  0.03
H (14.519, 9.633, -13.779)  0.00
O (11.936, 11.338, -14.311)  -0.07
H (11.207, 11.354, -13.713)  0.05
H (12.683, 11.777, -13.771)  0.05
O (15.256, 9.829, -12.265)  0.01
H (15.541, 10.520, -11.695)  0.08
H (14.794, 9.205, -11.771)  0.05

Atoms 1-6, force components in eV/Å:
O 0.4 0.2 0.0
H 0.2 -0.1 -0.1
H -0.2 -0.3 -0.2
O 1.5 -0.9 0.3
H -0.3 -0.5 -0.1
H -0.7 1.1 0.2

=====

# 3
Here is a 14-piece molecular cluster, H28O14 overall from the Open Molecules 2025 dataset. Energies are from ωB97M-V/def2-TZVPD.

Summary:
Energy above the lowest of the compared OMol25 structures with the same formula, charge and spin ... 171.0 kJ/mol
Frontier orbital gap ... 9.96 eV
Lowest unoccupied orbital energy ... -0.2980 eV

Each line ends with the Löwdin charge.
CARTESIAN COORDINATES (ANGSTROEM)
O (1.870, 1.324, 0.408)  -0.06
H (1.388, 1.771, 1.122)  0.03
H (2.409, 0.736, 0.921)  0.08
O (-0.433, -2.888, 0.023)  -0.02
H (-0.575, -3.797, 0.182)  0.07
H (-0.281, -2.706, -0.884)  0.04
O (-2.930, 0.888, 0.884)  -0.09
H (-2.957, 0.161, 0.229)  -0.02
H (-2.036, 0.829, 1.236)  0.00
O (-2.741, -1.222, -0.742)  -0.04
H (-3.277, -2.009, -0.657)  0.07
H (-1.972, -1.461, -1.281)  0.01
O (-0.342, -0.155, 0.587)  -0.06
H (0.200, 0.474, 0.123)  0.00
H (-0.400, -1.046, 0.169)  0.03
O (1.866, -1.014, -1.124)  -0.04
H (1.280, -1.051, -1.915)  0.03
H (1.811, -0.156, -0.758)  -0.04
O (1.862, 3.547, -1.074)  -0.04
H (2.732, 3.771, -1.405)  0.07
H (1.875, 2.846, -0.456)  -0.04
O (1.291, -0.554, 2.723)  -0.05
H (0.553, -0.190, 2.245)  -0.02
H (1.397, -1.384, 2.264)  -0.03
O (-0.714, -1.016, -2.629)  -0.04
H (-1.079, -0.167, -2.426)  0.03
H (-0.349, -0.758, -3.490)  0.08
O (1.949, -2.949, 1.531)  -0.05
H (2.704, -3.438, 1.200)  0.06
H (1.192, -2.999, 0.915)  0.01
O (0.641, 3.188, 2.041)  -0.04
H (0.055, 3.123, 1.274)  -0.02
H (-0.022, 3.100, 2.711)  0.05
O (-2.396, -3.216, 2.033)  -0.01
H (-1.656, -3.746, 2.296)  0.03
H (-2.238, -2.935, 1.158)  -0.04
O (-0.824, 3.024, -0.125)  -0.05
H (-1.261, 2.261, -0.549)  0.06
H (-0.848, 3.688, -0.868)  0.11
O (0.685, 1.616, -2.714)  -0.08
H (0.892, 2.099, -1.879)  -0.01
H (0.679, 2.411, -3.297)  0.07

Atoms 1-6, force components in eV/Å:
O -0.2 0.5 -0.4
H -0.2 0.5 0.5
H 0.7 -0.8 0.5
O 0.1 1.3 1.2
H -0.3 -1.7 -0.2
H 0.5 -0.2 -1.6

=====

# 4
Here is a 15-piece molecular cluster, H29O15 overall from the Open Molecules 2025 dataset. Energies are from ωB97M-V/def2-TZVPD.

Summary:
Energy above the lowest of the compared OMol25 structures with the same formula, charge and spin ... 114.9 kJ/mol
Frontier orbital gap ... 8.60 eV
Total charge ... -1
Lowest unoccupied orbital energy ... 2.1349 eV

Each line ends with the Löwdin charge.
CARTESIAN COORDINATES (ANGSTROEM)
O (-4.000, -2.418, -1.542)  -0.05
H (-3.475, -2.574, -2.314)  0.02
H (-1.021, 2.975, 4.130)  0.02
O (0.112, 0.048, 2.847)  -0.04
H (0.067, -0.730, 2.287)  0.04
H (5.107, 0.522, -0.697)  0.02
O (-0.431, 3.637, 3.759)  -0.06
H (0.300, -2.707, -3.691)  0.01
H (2.697, -1.969, -0.743)  -0.02
O (-0.544, 1.616, -0.452)  -0.03
H (-1.267, -1.148, -1.125)  -0.01
H (-0.418, 1.024, -1.192)  0.04
O (-1.006, 0.259, 5.432)  -0.08
H (-1.066, 0.193, 4.457)  0.01
H (0.435, 3.464, -1.890)  0.02
O (1.175, -2.348, -0.948)  -0.36
H (-3.684, 3.707, -1.444)  0.06
H (-0.174, -1.781, -0.355)  -0.03
O (0.581, -1.795, -3.575)  -0.12
H (-0.090, 0.570, 5.438)  0.02
H (0.904, -0.032, 3.386)  0.05
O (3.243, 0.771, 0.781)  -0.05
H (2.380, 0.653, 1.180)  0.01
H (-3.538, -1.956, -0.847)  0.01
O (-1.103, -1.373, -0.202)  -0.13
H (-0.780, 3.033, -2.725)  0.01
H (-0.914, 4.056, 3.047)  0.03
O (-3.359, 3.051, -0.817)  -0.04
H (-0.054, 1.424, 0.330)  0.02
O (-4.309, 0.421, -1.671)  -0.07
H (-3.553, 0.035, -2.106)  0.00
H (-2.406, 3.118, -0.914)  0.01
O (0.847, -4.252, 1.889)  -0.07
H (1.723, -4.204, 1.483)  0.03
H (0.621, -3.317, 1.826)  0.01
O (0.020, 3.551, -2.753)  -0.05
H (0.650, -1.826, -2.583)  -0.02
H (3.278, 1.492, 0.159)  0.03
O (3.708, -1.868, -0.715)  -0.12
H (0.829, -3.209, -1.168)  -0.03
H (-3.962, 1.288, -1.401)  -0.01
O (4.665, 0.495, -1.544)  -0.10
H (3.840, -1.704, -1.645)  0.01
H (3.975, -0.195, -1.370)  0.00

Atoms 1-6, force components in eV/Å:
O -1.4 -0.5 0.2
H 0.8 0.1 -0.1
H -0.1 -0.1 0.0
O 0.0 0.4 0.0
H -0.1 -0.2 -0.2
H 0.2 -0.1 0.3

=====

# 5
Here is one molecule with the formula H2I2NP from the Open Molecules 2025 dataset. Energies are from ωB97M-V/def2-TZVPD.

Summary:
Multiplicity ... 3
Energy above the lowest of the compared OMol25 structures with the same formula, charge and spin ... 6.0 kJ/mol
Frontier orbital gap (spin up / spin down) ... 7.56 / 5.94 eV
Lowest unoccupied orbital energy (spin up / spin down) ... 0.2051 / -3.5961 eV

Each line ends with the Mulliken spin population.
CARTESIAN COORDINATES (ANGSTROEM)
N (0.417, 0.259, -0.162)  0.07
P (1.793, 0.553, -1.175)  0.85
I (3.539, -1.616, 0.103)  0.94
I (2.474, 2.437, 0.069)  0.12
H (0.625, -0.036, 0.820)  0.03
H (-0.279, -0.423, -0.509)  0.00

Force components x, y, z for each atom (eV/Å):
N -0.1 -1.5 0.4
P -1.6 0.3 0.2
I 0.5 -0.7 0.4
I 0.5 0.7 0.2
H 0.0 0.6 -1.0
H 0.7 0.6 -0.1

=====

# 6
Here is a 2-piece molecular cluster, H2INO2S overall from the Open Molecules 2025 dataset. Energies are from ωB97M-V/def2-TZVPD.

Summary:
Energy above the lowest of the compared OMol25 structures with the same formula, charge and spin ... 578.2 kJ/mol
Frontier orbital gap ... 7.78 eV
Lowest unoccupied orbital energy ... -0.9659 eV

Each line ends with the Löwdin charge.
CARTESIAN COORDINATES (ANGSTROEM)
N (-0.243, 0.801, 0.818)  0.03
O (-0.210, -0.460, 0.954)  -0.69
O (1.148, 0.945, -0.583)  -0.97
S (-0.676, -1.473, -0.297)  0.75
I (2.513, -0.267, -0.147)  0.92
H (-0.852, 1.100, 0.181)  0.01
H (-1.680, -0.645, -0.924)  -0.05

Atoms 1-6, force components in eV/Å:
N 5.7 0.1 2.2
O -0.9 -1.1 1.0
O -2.3 1.2 1.0
S -1.6 0.2 -1.6
I 1.0 -0.6 0.3
H -3.3 1.2 -3.9

=====

# 7
Here is H2INO3P as an isolated structure from the Open Molecules 2025 dataset. Energies are from ωB97M-V/def2-TZVPD.

Summary:
Energy above the lowest of the compared OMol25 structures with the same formula, charge and spin ... 18.1 kJ/mol
Frontier orbital gap ... 7.98 eV
Total charge ... -1
Lowest unoccupied orbital energy ... 2.8174 eV

Each line ends with the Löwdin charge.
CARTESIAN COORDINATES (ANGSTROEM)
N (-0.094, -0.080, 1.387)  -0.11
O (-1.500, -0.497, -0.846)  -0.44
O (1.023, -1.195, -0.625)  -0.38
O (0.341, 1.320, -0.586)  -0.97
P (-0.105, -0.311, -0.321)  0.03
I (0.028, 1.962, -2.393)  0.81
H (0.865, -0.289, 1.495)  -0.02
H (-0.557, -0.909, 1.890)  0.07

Atoms 1-6, force components in eV/Å:
N -1.8 -1.5 0.8
O 1.0 0.1 0.2
O 1.1 -0.7 -0.8
O -0.1 -0.7 -0.1
P -2.3 1.1 0.5
I 0.0 0.1 -0.2

=====

# 8
Here is a 2-piece molecular cluster, H2IO2PS overall from the Open Molecules 2025 dataset. Energies are from ωB97M-V/def2-TZVPD.

Summary:
Energy above the lowest of the compared OMol25 structures with the same formula, charge and spin ... 149.8 kJ/mol
Frontier orbital gap ... 8.29 eV
Structure (SMILES) ... O=PO.SI
Lowest unoccupied orbital energy ... -0.3090 eV

Each line ends with the Löwdin charge.
CARTESIAN COORDINATES (ANGSTROEM)
O (0.362, 0.543, -0.171)  -0.48
P (1.105, 1.734, -0.526)  0.73
O (1.228, 2.609, 0.788)  -0.30
H (1.625, 3.506, 0.754)  0.07
S (-0.867, -2.376, 0.020)  -0.08
I (-1.769, -4.569, -0.227)  0.26
H (-1.684, -1.449, -0.638)  -0.19

Atoms 1-6, force components in eV/Å:
O -0.5 -0.9 0.1
P 0.4 0.4 -0.9
O 0.3 1.3 1.0
H -0.2 -0.8 -0.2
S 0.0 1.0 -0.2
I -0.3 0.4 -0.2